No. 1
61
Properties=species:S:1:pos:R:3:mulliken_charge:R:1 method="wB97M-V/def2-TZVPD" total_energy_ev=-49716.839 e_above_lowest_kcal_mol=16.0 gap_ev=6.5 charge=+3 multiplicity=1
Sn -0.380 2.961 0.047 1.34
C 3.790 5.702 -0.034 -1.72
C 3.152 4.395 0.530 0.50
C 3.350 3.253 -0.439 -1.46
C 1.695 4.512 0.957 0.17
C 0.872 5.553 0.502 -0.56
C -0.321 5.799 1.189 -0.72
C -0.682 5.079 2.347 0.91
C -1.631 5.776 3.285 -1.38
C 0.061 3.923 2.653 -0.70
C 1.237 3.619 1.935 -0.45
H 4.850 5.614 0.056 0.47
H 3.476 6.527 0.622 0.45
H 3.526 5.887 -1.064 0.38
H 3.689 4.175 1.475 0.39
H 2.753 3.360 -1.373 0.32
H 3.107 2.283 -0.017 0.37
H 4.416 3.180 -0.757 0.40
H 1.072 6.190 -0.378 0.47
H -0.994 6.605 0.962 0.48
H -2.171 5.089 3.983 0.40
H -2.378 6.407 2.765 0.40
H -0.983 6.508 3.769 0.36
H -0.140 3.393 3.558 0.55
H 1.927 2.843 2.300 0.56
O -0.376 0.551 0.106 -0.73
C -0.770 -0.576 -0.213 0.19
O 0.086 -1.542 -0.472 -0.15
C -2.147 -1.023 -0.321 0.89
C -3.301 -0.205 -0.222 -0.66
C -4.515 -0.757 -0.520 -0.76
C -4.603 -2.058 -1.010 -0.65
C -3.532 -2.909 -1.093 -0.40
C -2.288 -2.342 -0.781 0.22
P -0.623 -3.027 -0.839 0.90
C -0.427 -4.129 0.524 0.69
C -1.448 -4.180 1.492 -0.18
C -1.262 -4.932 2.644 -0.94
C -0.042 -5.595 2.835 -0.38
C 0.943 -5.589 1.844 -0.85
C 0.747 -4.904 0.706 -0.28
C 0.056 -3.471 -2.388 0.82
C -0.625 -4.292 -3.263 -0.33
C 0.003 -4.596 -4.506 -0.71
C 1.340 -4.337 -4.707 -0.36
C 2.092 -3.644 -3.744 -0.64
C 1.449 -3.169 -2.620 -0.29
H -3.131 0.741 0.245 0.42
H -5.405 -0.186 -0.303 0.44
H -5.543 -2.434 -1.317 0.49
H -3.622 -3.951 -1.466 0.48
H -2.451 -3.750 1.398 0.28
H -2.027 -5.153 3.392 0.40
H 0.051 -6.180 3.722 0.44
H 1.866 -6.125 2.015 0.43
H 1.461 -4.887 -0.123 0.45
H -1.658 -4.548 -3.065 0.31
H -0.576 -5.027 -5.318 0.43
H 1.845 -4.619 -5.651 0.38
H 3.091 -3.248 -3.918 0.38
H 2.049 -2.538 -1.932 0.33


No. 2
78
Properties=species:S:1:pos:R:3:mulliken_charge:R:1 method="wB97M-V/def2-TZVPD" total_energy_ev=-181937.720 e_above_lowest_kcal_mol=0.0 gap_ev=6.7 charge=0 multiplicity=1
Rh 0.020 -0.769 -0.987 1.56
C 0.609 1.247 -4.374 -0.76
N 1.523 1.776 -3.382 0.25
C 1.823 3.101 -3.221 -0.39
C 2.586 3.188 -2.105 -0.77
N 2.747 1.930 -1.588 0.28
B 3.545 1.802 -0.227 0.25
N 3.729 0.332 0.214 0.43
C 4.930 -0.329 0.215 -0.47
C 4.743 -1.541 0.789 -0.59
N 3.414 -1.615 1.131 0.35
C 2.798 -2.718 1.848 -0.66
C 2.803 -0.474 0.749 -1.07
S 1.126 -0.102 0.967 -0.09
C 2.087 1.076 -2.369 0.12
S 1.927 -0.656 -2.237 -0.60
H 0.088 2.082 -4.834 0.35
H -0.115 0.613 -3.871 0.13
H 1.141 0.675 -5.132 0.25
H 1.466 3.854 -3.900 0.48
H 3.032 4.042 -1.628 0.52
H 4.638 2.265 -0.415 -0.20
H 2.914 2.409 0.594 -0.09
H 5.819 0.134 -0.170 0.50
H 5.427 -2.343 0.997 0.43
H 3.547 -3.495 1.973 0.31
H 1.962 -3.115 1.285 0.16
H 2.450 -2.382 2.823 0.32
C -0.904 2.747 1.834 -0.84
O -1.625 1.518 1.773 0.02
C -1.805 0.869 2.962 0.60
C -1.757 1.484 4.197 -0.52
C -1.943 0.710 5.339 -0.27
Br -1.877 1.566 7.030 -0.22
C -2.156 -0.644 5.269 -0.81
C -2.205 -1.271 4.020 0.28
C -2.054 -0.510 2.864 0.31
O -2.088 -1.125 1.662 -0.71
C -2.362 -2.727 3.975 0.37
N -2.618 -3.468 5.026 -0.77
C -2.635 -4.764 4.556 0.31
C -2.857 -5.963 5.234 -0.75
C -2.809 -7.134 4.505 -0.49
C -2.547 -7.131 3.125 -0.45
C -2.325 -5.955 2.435 -0.93
C -2.375 -4.779 3.174 0.74
N -2.203 -3.461 2.831 0.33
H -0.021 2.635 2.465 0.47
H -1.539 3.551 2.213 0.27
H -0.591 2.968 0.818 0.05
H -1.574 2.544 4.284 0.54
H -2.278 -1.248 6.156 0.62
H -2.147 -0.491 0.922 0.41
H -3.059 -5.962 6.296 0.44
H -2.978 -8.080 5.003 0.36
H -2.518 -8.072 2.592 0.39
H -2.126 -5.949 1.371 0.52
H -2.009 -3.071 1.922 -0.19
Cl -2.032 3.763 -1.640 -0.15
C -2.783 2.172 -1.579 0.31
Cl -3.482 1.743 -3.161 -0.19
C -1.806 1.057 -1.219 0.02
O -2.299 -0.033 -0.847 -0.78
O -0.569 1.245 -1.369 -0.18
H -3.595 2.196 -0.861 0.36
C -3.309 -5.164 -3.727 -1.26
C -2.433 -4.014 -3.340 0.92
C -2.333 -2.880 -4.152 -1.26
C -1.571 -1.827 -3.691 0.12
N -0.927 -1.911 -2.534 0.09
C -1.029 -3.074 -1.837 0.26
S -0.038 -2.981 -0.405 -0.67
N -1.775 -4.107 -2.186 -0.52
H -3.187 -5.412 -4.781 0.36
H -4.355 -4.895 -3.570 0.29
H -3.078 -6.030 -3.114 0.34
H -2.846 -2.825 -5.100 0.38
H -1.471 -0.906 -4.251 0.42


No. 3
75
Properties=species:S:1:pos:R:3:mulliken_charge:R:1 method="wB97M-V/def2-TZVPD" total_energy_ev=-103060.059 e_above_lowest_kcal_mol=0.0 gap_ev=7.5 charge=+1 multiplicity=1
Cd 0.337 -1.732 0.578 1.91
N 3.497 -1.868 -2.839 0.17
C 2.854 -2.298 -1.746 -0.64
N 1.572 -2.217 -1.575 -0.42
C 0.839 -1.446 -2.452 0.57
N -0.448 -1.359 -2.289 -1.16
N -0.924 -1.901 -1.176 0.98
C -1.988 -2.614 -1.164 -0.92
C -2.324 -3.337 0.050 0.63
C -3.504 -4.077 0.152 -0.97
C -3.703 -4.869 1.269 -0.29
C -2.716 -4.908 2.243 -0.83
C -1.582 -4.126 2.074 -0.14
N -1.389 -3.361 1.014 0.21
C 1.478 -0.851 -3.609 0.85
C 0.794 -0.090 -4.562 -0.50
C 1.456 0.367 -5.682 -0.78
C 2.804 0.075 -5.873 -0.46
C 3.500 -0.660 -4.937 -0.91
C 2.844 -1.121 -3.799 0.08
H 4.499 -1.978 -2.917 0.29
H 3.438 -2.851 -1.023 0.50
H -2.574 -2.796 -2.066 0.43
H -4.235 -4.035 -0.640 0.44
H -4.607 -5.449 1.377 0.45
H -2.815 -5.540 3.109 0.39
H -0.788 -4.126 2.810 0.47
H -0.255 0.111 -4.409 0.50
H 0.925 0.944 -6.423 0.43
H 3.304 0.416 -6.767 0.42
H 4.543 -0.891 -5.087 0.41
N 1.762 -1.169 2.449 -0.62
C 2.702 -0.187 1.873 -0.61
C 2.496 -0.164 0.327 0.61
O 3.447 -0.431 -0.398 -0.71
O 1.313 0.095 -0.038 -0.93
H 1.232 -0.770 3.222 0.26
H 2.286 -1.951 2.828 0.13
H 3.742 -0.452 2.079 0.40
H 2.491 0.814 2.258 0.25
Cl 5.189 -4.674 1.880 -0.08
C 3.588 -5.372 2.272 0.78
Cl 3.277 -5.240 4.033 -0.08
Cl 3.492 -7.072 1.746 -0.07
C 2.584 -4.588 1.604 -0.33
N 1.790 -3.933 1.106 -0.37
C 0.586 4.606 1.760 -1.11
C 0.976 3.727 0.579 -0.54
C -0.196 2.912 0.041 -0.25
N -0.610 1.950 1.047 0.53
C -1.594 1.064 0.988 -0.09
S -1.540 -0.291 1.989 -0.53
N -2.678 1.225 0.174 0.17
C -3.412 2.359 -0.200 0.30
O -4.181 2.282 -1.123 -0.60
C -3.233 3.564 0.634 -0.03
C -3.281 4.809 0.010 -0.26
C -3.147 5.962 0.758 -0.59
C -3.011 5.882 2.136 -0.48
C -3.003 4.645 2.762 -0.71
C -3.107 3.484 2.018 0.10
H 1.455 5.137 2.138 0.46
H 0.164 4.023 2.574 0.28
H -0.154 5.343 1.460 0.18
H 1.776 3.036 0.857 0.17
H 1.360 4.363 -0.220 0.49
H 0.122 2.354 -0.847 -0.03
H -1.030 3.564 -0.221 0.37
H 0.153 1.652 1.644 0.08
H -3.111 0.356 -0.121 0.23
H -3.410 4.847 -1.061 0.48
H -3.155 6.924 0.269 0.41
H -2.926 6.786 2.721 0.41
H -2.918 4.591 3.836 0.43
H -3.122 2.525 2.516 0.41


No. 4
69
Properties=species:S:1:pos:R:3:mulliken_charge:R:1 method="wB97M-V/def2-TZVPD" total_energy_ev=-326084.473 e_above_lowest_kcal_mol=5.6 gap_ev=5.8 charge=-1 multiplicity=1
Cd -0.365 3.287 0.578 1.05
Se -2.181 5.691 -1.735 -0.36
Sb 0.032 6.678 -0.747 0.13
Se 0.054 5.578 1.572 -0.77
Se -2.186 3.386 -1.226 -0.31
Se 1.673 5.474 -2.113 -0.65
C -1.301 -1.211 -2.107 -1.46
N -1.089 -0.947 -0.672 0.85
P -2.222 0.259 -0.073 -0.13
C -3.815 -0.634 -0.293 0.28
C -4.912 0.114 -0.704 -0.40
C -6.154 -0.493 -0.872 -0.48
C -6.297 -1.853 -0.645 -0.49
C -5.198 -2.610 -0.245 -0.63
C -3.966 -2.002 -0.068 -0.23
C -2.026 0.070 1.743 0.77
C -2.379 1.181 2.504 -0.85
C -2.264 1.154 3.891 -0.65
C -1.789 0.018 4.523 -0.54
C -1.433 -1.099 3.769 -0.76
C -1.553 -1.072 2.389 -0.08
P 0.496 -0.624 -0.082 0.60
C 1.127 -2.306 0.264 0.16
C 2.326 -2.427 0.967 -0.26
C 2.834 -3.675 1.299 -0.49
C 2.139 -4.825 0.946 -0.58
C 0.937 -4.716 0.261 -0.66
C 0.434 -3.464 -0.077 -0.32
C 1.502 -0.125 -1.529 0.70
C 1.213 1.126 -2.080 -0.21
C 1.982 1.652 -3.108 -0.69
C 3.062 0.927 -3.599 -0.74
C 3.355 -0.323 -3.068 -0.54
C 2.579 -0.848 -2.039 -0.57
H -2.267 -1.691 -2.262 0.53
H -0.523 -1.878 -2.477 0.40
H -1.274 -0.291 -2.701 0.23
H -4.785 1.175 -0.896 0.40
H -7.004 0.098 -1.189 0.41
H -7.261 -2.327 -0.783 0.36
H -5.308 -3.674 -0.071 0.41
H -3.107 -2.589 0.242 0.15
H -2.747 2.076 2.008 0.54
H -2.531 2.031 4.466 0.44
H -1.685 -0.001 5.601 0.38
H -1.055 -1.987 4.260 0.43
H -1.262 -1.943 1.808 0.28
H 2.870 -1.531 1.248 0.16
H 3.768 -3.750 1.843 0.42
H 2.529 -5.800 1.209 0.36
H 0.387 -5.608 -0.014 0.41
H -0.514 -3.380 -0.597 0.21
H 0.369 1.711 -1.723 0.05
H 1.739 2.635 -3.492 0.53
H 3.672 1.337 -4.394 0.39
H 4.191 -0.895 -3.452 0.41
H 2.824 -1.823 -1.635 0.34
C 5.039 2.690 -0.456 -0.79
N 3.850 2.347 0.308 0.29
C 3.704 1.336 1.239 -0.12
C 2.407 1.390 1.641 -1.08
N 1.768 2.417 0.978 -0.08
C 2.665 2.972 0.195 0.09
H 5.886 2.143 -0.048 0.31
H 5.230 3.759 -0.384 0.32
H 4.907 2.422 -1.503 0.27
H 4.521 0.693 1.517 0.47
H 1.897 0.776 2.365 0.56
H 2.488 3.818 -0.473 -0.15


Result set for E_HOMO: -16.8662 -7.6116 -10.4934 -3.6777 eV, one per record in the order listed.